This record from OMol25 describes a 6-piece molecular cluster, C27H49IN4O10 overall at a distorted geometry. The level of theory is wB97M-V/def2-TZVPD.

The calculated total energy comes out at -63321.25077 eV. The HOMO energy is -9.4 eV. For the frontier orbital gap, the calculation gives 8.7 eV. As for the SMILES: C[C@]1(N=C=O)OC(=O)[C@](I)(CCCC(=O)O)[C@@H]1CC(N)(N)N.CC(C)=O.CC(C)=O.CC(C)=O.CC(C)=O.CC(C)=O.

Structure (ORCA input):
```
! RIJCOSX wB97M-V def2-TZVPD def2/J DEFGRID3
* xyz 0 1
C 0.53 0.36 -2.12
C 0.69 -1.10 -2.82
N 1.94 -1.95 -2.58
C 2.59 -1.60 -1.43
O 2.94 -1.54 -0.11
O 0.92 -0.69 -4.25
C -0.37 -0.37 -4.95
O -0.62 0.65 -5.80
C -1.29 -1.62 -4.46
I -0.61 -3.22 -5.86
C -2.89 -1.69 -4.64
C -3.79 -0.73 -3.68
C -3.54 0.88 -3.89
C -5.00 1.66 -3.89
O -6.00 1.39 -4.75
O -5.22 2.76 -2.92
C -0.57 -2.12 -3.03
C -1.50 -2.65 -1.81
C -1.48 -1.83 -0.41
N -2.11 -0.44 -0.45
N -0.13 -1.86 0.33
N -2.41 -2.63 0.54
H -0.33 1.05 -2.56
H 1.55 0.95 -2.32
H 0.39 0.37 -0.96
H -3.20 -1.51 -5.77
H -3.23 -2.82 -4.42
H -3.75 -0.98 -2.54
H -4.93 -0.92 -4.00
H -2.87 1.33 -3.03
H -3.05 1.03 -4.94
H -4.32 2.98 -2.52
H 0.00 -3.12 -3.38
H -2.65 -2.80 -2.10
H -1.13 -3.76 -1.55
H -3.03 -0.40 0.02
H -2.13 -0.05 -1.42
H -0.38 -1.43 1.27
H 0.00 -2.88 0.54
H -3.35 -2.56 0.03
H -2.47 -2.14 1.46
C 1.93 -2.20 4.59
C 1.46 -1.01 3.79
C 2.51 -0.03 3.32
O 0.27 -0.84 3.53
H 1.07 -2.81 4.86
H 2.62 -2.80 3.99
H 2.42 -1.86 5.50
H 3.22 -0.54 2.66
H 3.02 0.40 4.18
H 2.02 0.77 2.75
C -1.86 3.88 0.83
C -2.73 4.30 -0.33
C -3.00 5.77 -0.51
O -3.20 3.47 -1.11
H -1.75 2.79 0.83
H -0.87 4.34 0.73
H -2.33 4.19 1.77
H -2.06 6.30 -0.66
H -3.52 6.16 0.37
H -3.64 5.92 -1.38
C 6.38 2.57 6.20
C 5.19 2.14 5.38
C 3.92 2.95 5.52
O 5.24 1.17 4.63
H 7.22 1.89 5.99
H 6.67 3.58 5.92
H 6.14 2.52 7.26
H 4.11 3.98 5.21
H 3.57 2.92 6.56
H 3.15 2.53 4.88
C -3.61 1.84 6.34
C -2.85 1.73 5.04
C -2.02 0.49 4.83
O -2.91 2.61 4.19
H -4.17 2.79 6.35
H -4.32 1.02 6.42
H -2.92 1.84 7.18
H -2.66 -0.39 4.85
H -1.25 0.43 5.61
H -1.53 0.55 3.86
C 5.31 -4.38 -6.18
C 4.68 -4.48 -4.81
C 4.33 -3.19 -4.12
O 4.47 -5.57 -4.29
H 5.51 -5.38 -6.56
H 4.62 -3.87 -6.86
H 6.25 -3.83 -6.11
H 3.60 -2.64 -4.71
H 5.23 -2.59 -3.96
H 3.88 -3.42 -3.14
*
```

Here are the Mulliken charges for atoms 1 to 2, given in e:
1. C -1.16
2. C 1.37